# 1
Below is 2 unconnected molecules or ions with the total composition CH4N5O, with properties calculated with ωB97M-V/def2-TZVPD.

Results
ΔE to the lowest compared entry with this formula, charge and spin   131.3 kcal per mole
E_HOMO (spin up / spin down)   -16.49 / -16.50 eV
HOMO-LUMO gap (spin up / spin down)   7.34 / 7.31 eV
Charge   +1

Bonds (Å) are listed after each position.
Cartesian coordinates (Å):
1 C 0.62405 0.37977 1.95295  O7 1.270, H8 1.155, H9 1.142, H10 1.256
2 N 0.18703 -1.38757 -2.24520  N3 1.318, N4 1.291
3 N -0.53957 -0.42461 -2.77527  N2 1.318, N5 1.256
4 N 0.30383 -1.14358 -0.98326  N2 1.291, N6 1.252
5 N -0.82528 0.35176 -1.83073  N3 1.256, N6 1.369, H11 1.026
6 N -0.28712 -0.09109 -0.65253  N4 1.252, N5 1.369
7 O -0.33786 0.80337 1.24016  C1 1.270
8 H 1.63044 0.94640 1.97280  C1 1.155
9 H 0.55211 -0.75978 1.93209  C1 1.142
10 H 0.22853 0.23792 3.13612  C1 1.256
11 H -1.53615 1.08741 -1.74711  N5 1.026

---

# 2
Below is 2 unconnected molecules or ions with the total composition CH4NO, with properties calculated with ωB97M-V/def2-TZVPD.

Results
ΔE to the lowest compared entry with this formula, charge and spin   45.1 kcal per mole
E_HOMO   -2.70 eV
HOMO-LUMO gap   7.57 eV
Charge   -1

Bonds (Å) are listed after each position.
Cartesian coordinates (Å):
1 N -0.76670 -0.93933 0.37092  C2 1.255, H6 1.057
2 C -1.20813 0.21240 0.13940  N1 1.255, H4 1.101, H7 1.097
3 O 1.75667 0.25760 -0.33586  H5 0.961
4 H -0.88124 1.07353 0.74272  C2 1.101
5 H 2.57732 -0.20814 -0.51884  O3 0.961
6 H 0.28897 -0.88190 0.36565  N1 1.057
7 H -1.76690 0.48584 -0.76398  C2 1.097

---

# 3
Below is 2 unconnected molecules or ions with the total composition CH4NO2, with properties calculated with ωB97M-V/def2-TZVPD.

Results
ΔE to the lowest compared entry with this formula, charge and spin   41.2 kcal per mole
E_HOMO   -2.05 eV
HOMO-LUMO gap   6.51 eV
Charge   -1

Bonds (Å) are listed after each position.
Cartesian coordinates (Å):
1 O -0.95444 0.73163 2.29847  H2 0.949, H6 0.989
2 H -0.45774 1.45816 1.94424  O1 0.949
3 C 0.38081 -1.36670 -0.77612  N4 1.457, O5 1.244
4 N 0.42909 -0.29044 -1.75722  C3 1.457, H7 1.025, H8 1.006
5 O -0.08149 -0.92447 0.29046  C3 1.244
6 H -0.89952 0.05865 1.57577  O1 0.989
7 H 0.27091 0.63021 -1.33635  N4 1.025
8 H 1.31238 -0.29704 -2.23925  N4 1.006